P:
17
Properties=species:S:1:pos:R:3 method="wB97M-V/def2-TZVPD" smiles=NCN.CC gap_ev=10.12
N -2.174 0.598 -1.232
C -1.569 1.245 -0.073
N -2.586 2.028 0.643
H -2.782 1.276 -1.680
H -1.431 0.376 -1.882
H -0.773 1.935 -0.349
H -1.198 0.465 0.604
H -2.200 2.305 1.534
H -3.410 1.467 0.821
C 3.210 -2.387 -0.179
C 2.864 -1.297 0.843
H 2.527 -2.273 -1.020
H 4.229 -2.348 -0.547
H 2.939 -3.361 0.237
H 1.809 -1.051 0.741
H 3.363 -0.366 0.563
H 3.126 -1.474 1.870



Q:
17
Properties=species:S:1:pos:R:3 method="wB97M-V/def2-TZVPD" gap_ev=8.79
C -1.813 1.560 -0.007
N -0.925 0.398 -0.171
N -1.415 -0.626 -1.047
H 0.016 0.741 -0.498
H -1.643 -0.222 -1.956
H -2.260 -1.022 -0.646
H -1.350 2.237 0.708
H -2.794 1.234 0.342
H -1.957 2.077 -0.962
C 1.529 -0.309 1.073
C 2.102 -1.221 -0.017
H 2.991 -1.792 0.273
H 2.292 0.428 1.348
H 1.388 -0.880 1.996
H 0.125 -0.023 0.794
H 2.383 -0.650 -0.906
H 1.331 -1.932 -0.325



The most stable arrangement is P, and the next structure is 276.3 kJ/mol less stable.



P:
11
Properties=species:S:1:pos:R:3 method="wB97M-V/def2-TZVPD" gap_ev=10.24
N -1.727 -0.181 -0.522
C -0.540 -0.341 0.353
C 0.563 0.629 0.009
C 1.894 0.407 -0.219
F 2.442 -0.800 -0.134
H -2.100 -1.301 -0.770
H -2.533 0.381 0.286
H -0.090 -1.339 0.142
H -0.872 -0.283 1.341
H 0.326 1.704 -0.080
H 2.637 1.124 -0.408



Q:
11
Properties=species:S:1:pos:R:3 method="wB97M-V/def2-TZVPD" smiles=NC1(F)CC1 gap_ev=11.01
N -0.718 -1.426 0.001
C -0.431 0.021 -0.067
F -1.596 0.842 0.028
C 0.694 0.552 -0.804
C 0.798 0.582 0.717
H -1.078 -1.808 0.937
H -1.502 -1.436 -0.583
H 0.554 1.510 -1.254
H 1.423 -0.229 -1.250
H 1.321 -0.219 1.240
H 0.535 1.611 1.036



The most stable arrangement is Q, and the next structure is 119.2 kJ/mol less stable.



P:
13
Properties=species:S:1:pos:R:3 method="wB97M-V/def2-TZVPD" smiles="C=C=[N+]=CNN=C" total_charge=+1 gap_ev=9.14
C 1.656 2.588 -1.270
C 0.854 1.608 -1.106
N 0.031 0.777 -0.771
C -0.852 -0.125 -0.793
N -0.965 -1.134 0.080
N 0.050 -1.410 1.009
C -0.315 -2.072 1.960
H 2.529 2.978 -0.793
H 1.490 3.083 -2.217
H -1.729 0.194 -1.382
H -1.799 -1.786 0.332
H -1.369 -2.362 2.173
H 0.419 -2.341 2.779



Q:
13
Properties=species:S:1:pos:R:3 method="wB97M-V/def2-TZVPD" total_charge=+1 gap_ev=8.41
H -0.939 1.436 0.191
N -0.247 2.199 0.082
C 0.481 2.307 -0.932
C 0.597 1.310 -2.144
N 0.518 0.078 -1.859
C 0.066 -0.466 -0.819
N -0.079 -0.955 0.234
C -0.106 -1.793 1.317
H 1.207 3.111 -1.100
H 0.972 1.549 -3.220
H 0.905 -2.167 1.495
H -0.276 -1.079 2.174
H -0.872 -2.618 1.411



R:
13
Properties=species:S:1:pos:R:3 method="wB97M-V/def2-TZVPD" total_charge=+1 gap_ev=10.59
C 3.576 0.576 -0.146
C -1.404 0.041 -0.208
C -2.417 0.835 -0.442
C 0.039 -1.063 0.466
N 2.690 -0.021 -0.496
N -0.746 -0.236 1.128
N -0.509 -0.894 -0.744
H 4.336 1.229 0.329
H -2.777 1.336 0.478
H -2.720 1.061 -1.476
H 0.941 -1.675 0.680
H -0.390 0.283 1.918
H -0.619 -1.473 -1.487



S:
13
Properties=species:S:1:pos:R:3 method="wB97M-V/def2-TZVPD" total_charge=+1 gap_ev=5.51
C 1.063 -1.044 -0.351
C -0.283 1.919 -0.425
C -1.476 -0.138 0.609
C -0.345 -0.579 -0.383
N 2.016 -0.303 -0.088
N -0.747 0.783 -0.219
N 2.762 0.399 0.469
H 1.206 -1.960 -0.776
H -0.585 2.925 -0.160
H -2.474 -0.430 0.324
H -1.498 -0.053 1.699
H -0.788 -0.877 -1.325
H 3.361 1.098 0.080



The most stable arrangement is R, and the next structure is 70.8 kJ/mol less stable.